This record from OMol25 describes a molecular structure, C3H4O4Pt. The level of theory is ωB97M-V with the def2-TZVPD basis set.

Positions of all 12 atoms, in Å:
O: -0.29 1.10 -0.17
C: -1.69 0.84 -0.20
C: -1.87 -0.53 0.45
O: -0.73 -1.24 0.05
C: 0.45 -0.10 -0.07
O: 1.23 -0.34 -1.08
Pt: 2.52 0.06 -0.04
H: -1.97 0.82 -1.26
H: -2.20 1.64 0.35
H: -2.77 -1.05 0.10
H: -1.87 -0.45 1.55
O: 1.12 0.11 1.08

Computed properties:
* net charge: +1
* ΔE to the lowest compared entry with this formula, charge and spin: 267.7 kJ/mol
* highest occupied orbital energy (spin up / spin down): -14.4765 / -14.7783 eV
* 2S+1: 4
* orbital gap (spin up / spin down): 7.9 / 6.0 eV
* ⟨S²⟩: 3.763

***

This record from OMol25 describes a molecular structure, C3H4O4Rh. The level of theory is ωB97M-V with the def2-TZVPD basis set.

Positions of all 12 atoms, in Å:
C: -0.64 -0.28 -0.57
O: -1.56 -0.76 -1.23
O: 0.19 -1.03 0.13
C: 0.99 -0.15 0.91
O: -1.08 0.68 0.92
C: 0.02 0.62 1.62
Rh: -2.57 -2.22 -1.46
H: 0.28 1.44 2.30
H: 1.78 -0.68 1.43
O: 0.80 0.56 -1.58
H: 0.31 1.26 -2.03
H: 1.47 0.58 -0.44

Computed properties:
* net charge: +3
* highest occupied orbital energy (spin up / spin down): -25.4515 / -26.1251 eV
* 2S+1: 5
* orbital gap (spin up / spin down): 9.8 / 8.2 eV
* ⟨S²⟩: 6.025

***

This record from OMol25 describes a single C3H4O4S molecule. The level of theory is ωB97M-V with the def2-TZVPD basis set.

Positions of all 12 atoms, in Å:
C: -0.35 -0.14 0.84
C: -1.50 0.19 -0.12
C: 0.92 0.42 0.20
H: 0.10 -1.96 0.39
H: -0.51 0.41 1.77
H: -2.58 -0.61 -1.43
H: 1.80 2.03 -0.08
O: -0.26 -1.49 1.18
O: -1.86 -0.88 -0.83
O: -1.99 1.28 -0.24
O: 1.00 1.72 0.39
S: 1.98 -0.49 -0.63

Computed properties:
* net charge: 0
* ΔE to the lowest compared entry with this formula, charge and spin: 0.0 kJ/mol
* highest occupied orbital energy: -9.6733 eV
* orbital gap: 9.6 eV
* structure (SMILES): O=C(O)[C@@H](O)C(O)=S

***

This record from OMol25 describes a molecular structure, C3H4O4V. The level of theory is ωB97M-V with the def2-TZVPD basis set.

Positions of all 12 atoms, in Å:
O: 2.64 -1.18 -0.67
C: 1.79 -1.09 0.26
C: -0.57 0.31 -0.70
O: 1.45 -1.80 1.17
O: 1.56 0.31 0.38
C: 0.27 0.82 0.21
H: -1.65 0.43 -0.52
H: -0.28 0.12 -1.73
H: -0.01 1.34 1.12
V: 3.59 0.59 0.00
O: -3.97 -0.10 0.10
H: -4.81 0.26 0.38

Computed properties:
* net charge: -1
* ΔE to the lowest compared entry with this formula, charge and spin: 121.7 kJ/mol
* highest occupied orbital energy (spin up / spin down): -2.2655 / -2.2655 eV
* 2S+1: 5
* orbital gap (spin up / spin down): 3.8 / 4.1 eV
* ⟨S²⟩: 6.005

***

This record from OMol25 describes a single C3H4OS molecule. The level of theory is ωB97M-V with the def2-TZVPD basis set.

Positions of all 9 atoms, in Å:
C: -0.51 -2.36 -0.08
C: 0.14 -1.23 -0.33
C: 0.28 1.65 0.16
H: -1.42 -2.46 0.42
H: -0.10 -3.41 -0.35
H: 1.28 -1.07 -0.69
H: -0.01 2.68 0.64
O: 1.08 1.66 -0.82
S: -0.49 0.16 0.50

Computed properties:
* net charge: 0
* ΔE to the lowest compared entry with this formula, charge and spin: 177.0 kJ/mol
* highest occupied orbital energy: -9.1728 eV
* orbital gap: 9.6 eV
* structure (SMILES): C=CSC=O

***

This record from OMol25 describes a single C3H4OS molecule. The level of theory is ωB97M-V with the def2-TZVPD basis set.

Positions of all 9 atoms, in Å:
C: -1.44 0.87 -1.03
C: -0.43 0.07 -0.85
C: 0.57 -0.36 0.20
O: -2.26 -1.49 -2.23
S: -1.37 -0.32 -2.43
H: -2.04 1.39 -0.30
H: 1.20 -1.24 -0.02
H: -0.19 -0.73 0.86
H: 1.12 0.52 0.63

Computed properties:
* net charge: 0
* ΔE to the lowest compared entry with this formula, charge and spin: 268.4 kJ/mol
* highest occupied orbital energy: -9.3677 eV
* orbital gap: 10.1 eV

***

This record from OMol25 describes a single C3H4OS molecule. The level of theory is ωB97M-V with the def2-TZVPD basis set.

Positions of all 9 atoms, in Å:
C: 1.13 0.24 -0.12
C: -0.41 0.13 -0.06
C: -1.15 -0.98 -0.05
H: 0.73 1.89 0.53
H: -0.99 1.04 -0.05
H: -0.61 -1.97 -0.12
H: -2.24 -0.91 0.00
O: 1.37 1.56 -0.11
S: 2.18 -1.01 -0.03

Computed properties:
* net charge: 0
* ΔE to the lowest compared entry with this formula, charge and spin: 114.8 kJ/mol
* highest occupied orbital energy: -9.0859 eV
* orbital gap: 8.7 eV
* structure (SMILES): C=CC(O)=S

***

This record from OMol25 describes a molecular structure, C3H4OS. The level of theory is ωB97M-V with the def2-TZVPD basis set.

Positions of all 9 atoms, in Å:
C: 0.30 -1.53 0.53
C: 0.77 0.44 0.20
C: -0.56 0.75 -0.40
O: 0.69 -2.38 -0.18
S: 1.88 1.73 0.26
H: -0.43 -1.53 1.33
H: -0.46 0.64 -1.48
H: -0.83 1.79 -0.19
H: -1.36 0.09 -0.07

Computed properties:
* net charge: 0
* ΔE to the lowest compared entry with this formula, charge and spin: 297.5 kJ/mol
* highest occupied orbital energy (spin up / spin down): -8.3182 / -8.3180 eV
* orbital gap (spin up / spin down): 7.9 / 7.9 eV

***

no.,maximum force (eV/Å)
1,18.4
2,5.8
3,1.0
4,2.4
5,5.7
6,2.2
7,2.8
8,3.6